1.
The following is a DFT calculation (the ωB97M-V functional and the def2-TZVPD basis) of a molecular structure, C49H40N5P2RuSe in a non-equilibrium geometry.

XYZ file:
```
98
Properties=species:S:1:pos:R:3:mulliken_charge:R:1
H -0.333 -1.844 1.790 0.75
H -2.743 4.701 5.801 0.55
H -2.364 -0.810 -6.077 0.49
H 1.288 -0.592 -0.104 -1.48
Ru -0.434 0.570 0.547 -0.22
H 3.265 4.620 1.072 0.65
H -2.970 0.920 -2.195 0.57
H 3.582 -4.303 -6.039 0.47
C 1.308 4.633 2.012 0.06
C -0.863 4.378 2.905 3.08
C -0.714 -1.419 -3.179 0.57
C 0.790 -0.105 3.338 -0.85
N -2.046 7.884 6.877 -0.40
C 0.622 2.319 -1.847 -0.11
C 0.328 -5.189 -0.703 0.88
N 0.401 2.124 -0.599 0.74
C -2.068 7.262 5.911 -0.11
C 0.475 -7.943 -0.722 -0.56
C -2.779 0.139 -4.196 -0.81
C -3.557 -1.510 0.849 -1.07
C 1.740 -2.708 0.154 -1.32
H 2.279 -5.243 -1.662 0.23
C 2.021 -1.330 -0.457 1.56
C 1.458 -5.817 -1.247 -0.54
H -3.587 0.740 -4.593 0.49
C -2.369 -1.295 1.555 0.28
C 1.777 -5.435 -5.776 -0.59
H -4.466 -1.018 1.171 0.50
C 2.654 -4.396 -5.492 -0.85
H 1.604 -2.677 1.236 0.57
C -3.586 -2.375 -0.231 -0.71
H -2.529 6.885 1.454 0.54
C 1.259 3.626 -2.149 -1.43
H 2.983 -0.966 -0.099 0.79
H 2.009 -0.435 -2.466 0.68
C 1.132 -3.603 -3.812 0.32
C -1.410 -0.535 -2.343 1.13
H 1.850 5.227 -0.808 0.69
C 2.365 6.252 3.909 -0.89
C 0.501 5.020 3.075 -0.22
Se -1.961 2.302 1.108 0.17
C 0.248 -4.651 -4.100 -0.14
P 0.648 -2.413 -2.602 2.77
C -1.203 -1.929 1.153 -1.93
C -2.096 -0.733 -5.031 -0.80
C 2.042 -1.414 -1.992 -1.47
C 2.640 5.011 1.865 -0.55
H 2.563 -3.401 -0.042 0.64
C 1.097 0.608 4.465 -1.58
C -1.226 -2.777 0.034 0.26
H 0.535 -9.023 -0.725 0.45
H 2.393 -7.693 -1.662 0.48
C 0.686 1.951 4.237 -0.54
C -2.185 5.005 4.922 -0.64
H 2.957 -1.913 -2.314 0.62
C 0.576 -5.565 -5.084 -0.90
H -1.589 -5.454 0.270 0.39
H -0.100 -6.379 -5.312 0.48
H -1.927 3.025 4.310 0.41
C -0.483 3.048 2.154 0.73
C -1.066 -1.519 -4.529 -1.10
H -2.445 -3.662 -1.512 0.45
C -2.021 6.340 2.248 -0.30
C 0.860 3.347 0.038 0.26
C -0.726 -5.937 -0.168 -0.56
C 1.048 5.827 4.052 -0.73
H -4.514 -2.562 -0.754 0.53
H -0.543 -2.198 -5.189 0.48
H 2.801 6.881 4.675 0.48
C 1.465 4.236 -0.987 -0.93
C -2.435 0.241 -2.848 -1.11
P 0.276 -3.436 -0.619 1.72
N -1.637 5.164 1.933 -0.65
C -2.036 6.441 4.718 0.09
H 1.476 3.998 -3.139 0.50
H -2.361 -0.679 2.446 0.64
H 0.338 1.568 -2.577 0.55
H 2.028 -6.149 -6.549 0.45
H 0.771 2.773 4.932 0.65
C 1.524 -7.196 -1.252 -0.89
H -0.690 -4.756 -3.564 0.36
H 0.483 6.117 4.926 0.51
C 3.153 5.861 2.825 -0.96
C -0.642 -7.321 -0.181 -0.85
C -1.933 7.047 3.522 -0.36
H -1.163 -0.481 -1.285 -0.55
C -1.700 4.065 4.113 -1.31
H -1.444 -7.911 0.240 0.46
N 0.186 0.719 2.416 0.70
C 0.132 1.975 2.982 -1.06
H 3.024 -2.660 -4.305 0.45
H 4.183 6.184 2.765 0.44
N 0.647 3.626 1.259 0.67
H 1.548 0.210 5.361 0.50
C -2.415 -3.002 -0.651 -0.22
H -1.931 8.129 3.488 0.57
C 2.337 -3.472 -4.508 -0.70
H 0.939 -1.160 3.162 0.57
```

Summary:
- Total charge: +3
- Calculated total energy: -145390.67410 eV
- Kohn-Sham gap: 0.18371 Ha

---

2.
The following is a DFT calculation (the ωB97M-V functional and the def2-TZVPD basis) of a molecular structure, C38H33BrN6O2PRe in a non-equilibrium geometry.

XYZ file:
```
82
Properties=species:S:1:pos:R:3:lowdin_spin:R:1
C 3.132 0.005 -1.015 0.00
N -1.697 1.164 -3.122 0.05
H 3.693 -1.931 3.522 0.00
H 0.368 0.064 -5.558 0.00
H -3.644 0.688 3.152 0.00
H -4.066 4.989 2.427 0.00
H 0.672 -5.218 -3.479 0.00
N 0.903 -0.272 2.656 0.01
C 1.541 4.207 1.196 0.00
H 2.184 2.218 0.663 0.00
C 2.404 -0.934 4.908 0.01
H -1.159 -3.699 -2.844 0.00
H -4.162 2.558 2.386 0.00
C 0.541 0.133 3.886 0.01
C -1.506 0.864 -1.892 0.07
P 1.724 -0.762 -0.147 0.03
H 6.233 1.352 -2.874 0.00
H -1.786 -4.130 1.158 0.00
C 0.463 4.993 1.530 0.02
C 0.093 -2.445 -1.645 0.00
C -3.211 3.041 2.221 0.01
C 5.359 0.993 -2.351 0.00
C -2.935 0.956 -3.852 0.01
Br -5.837 -3.924 4.054 0.01
O -1.624 -0.147 -5.568 0.00
H 4.290 0.538 -4.147 0.00
N 2.443 -1.355 1.274 0.01
C -0.160 -3.524 -2.474 0.00
H -3.706 -5.075 2.374 0.00
H -0.708 -1.780 -1.356 0.00
H 2.940 -4.854 -2.604 0.00
Re -0.275 0.185 0.931 2.26
C -4.131 -1.807 3.164 0.00
C -2.449 -3.489 1.720 0.02
O -1.125 -1.678 1.111 0.19
C -3.044 -1.233 2.486 0.04
C 2.798 -1.347 3.656 0.00
C 2.148 -4.173 -2.333 0.00
H -1.939 6.178 2.076 0.00
N -1.999 0.904 1.940 0.03
H -0.645 2.141 -4.626 0.00
H 2.306 -0.326 -2.971 0.00
C -0.519 1.273 -3.975 0.01
H -3.614 -0.350 -5.445 0.00
C 1.253 -0.155 5.022 0.00
H 3.415 -2.931 -1.138 0.00
H -0.282 -0.873 -4.168 0.00
C -2.149 -2.095 1.739 0.03
C -1.975 5.102 2.035 0.01
C 2.413 -3.094 -1.508 0.00
C 1.361 2.837 1.004 0.02
C -0.863 2.976 1.634 0.01
H 3.298 -1.901 1.211 0.00
H -0.366 0.716 3.956 0.00
H 2.978 -1.203 5.780 0.00
H -2.707 -1.186 -4.146 0.00
H 0.567 6.062 1.632 0.00
C 2.039 -0.989 2.534 0.01
C 3.151 0.046 -2.409 0.00
C 0.869 -4.382 -2.826 0.00
C -3.516 -4.011 2.388 0.01
N -1.190 0.658 -0.787 0.03
C -2.762 -0.279 -4.768 0.00
C -2.072 2.300 1.961 0.00
H -4.797 -1.161 3.716 0.00
C -0.793 4.388 1.740 0.00
C -3.158 4.439 2.240 0.00
H 0.378 1.399 -3.366 0.00
C 5.330 0.985 -0.964 0.00
H 0.922 0.226 5.972 0.00
N 0.202 2.232 1.213 0.02
C -0.447 -0.009 -4.835 0.00
C 4.265 0.534 -3.069 0.00
C 4.222 0.493 -0.297 0.00
H -3.774 0.812 -3.170 0.00
H 2.518 4.637 1.048 0.00
C -2.902 0.180 2.536 0.01
C -4.373 -3.168 3.124 0.03
H 6.177 1.344 -0.400 0.00
C 1.380 -2.226 -1.163 0.01
H -3.119 1.837 -4.473 0.00
H 4.215 0.469 0.784 0.00
```

Summary:
- Expectation value of S²: 3.78
- Total charge: +3
- Calculated total energy: -134416.40655 eV
- 2S+1: 4
- Kohn-Sham gap (spin up / spin down): 0.24065 / 0.17760 Ha

---

3.
The following is a DFT calculation (the ωB97M-V functional and the def2-TZVPD basis) of a molecular structure, C7H35B4NO2Ti in a non-equilibrium geometry.

XYZ file:
```
50
Properties=species:S:1:pos:R:3:nbo_charge:R:1
H 28.103 -11.630 23.694 0.21
C 22.030 -6.936 22.960 0.10
H 22.752 -4.919 23.522 0.19
H 17.945 -12.023 24.645 -0.05
H 22.402 -14.698 24.802 -0.01
H 23.934 -7.050 21.908 0.19
H 20.392 -16.259 20.436 -0.02
H 27.154 -10.225 23.105 0.22
Ti 21.041 -12.221 22.808 0.95
C 22.878 -7.039 21.639 -0.64
H 28.295 -13.499 21.682 0.17
C 28.581 -12.678 21.025 -0.08
H 20.349 -17.756 19.550 -0.06
N 26.227 -11.786 21.397 -0.87
H 17.687 -13.416 25.776 -0.02
H 18.825 -17.212 20.369 -0.05
H 22.643 -6.245 20.930 0.19
H 19.308 -12.943 25.341 -0.04
H 30.600 -13.796 22.409 0.18
C 30.854 -13.502 21.390 -0.25
H 31.878 -13.145 21.284 0.18
O 29.973 -12.406 21.301 -0.58
H 20.105 -17.808 21.255 -0.04
H 20.956 -6.830 22.804 0.18
H 23.137 -8.356 23.873 0.47
B 18.288 -12.986 24.991 -0.87
H 20.498 -12.751 17.962 -0.03
H 23.236 -14.426 23.222 -0.03
H 28.372 -12.813 19.963 0.17
H 21.778 -5.703 24.765 0.21
H 24.032 -15.170 24.599 -0.01
H 21.201 -12.948 19.562 -0.03
H 23.735 -13.477 24.610 -0.05
C 22.496 -5.881 23.965 -0.62
B 23.316 -14.421 24.298 -0.88
H 22.668 -8.030 21.238 0.25
H 25.751 -11.934 20.519 0.38
H 23.444 -6.270 24.337 0.19
C 27.972 -10.911 22.886 -0.62
H 30.631 -14.336 20.725 0.17
B 19.904 -17.219 20.373 -0.83
C 27.665 -11.517 21.466 -0.04
H 19.447 -12.817 19.404 -0.02
O 22.234 -8.177 23.601 -0.72
H 18.248 -13.639 24.133 -0.02
H 20.537 -11.439 19.174 -0.06
H 25.829 -12.505 21.986 0.39
H 28.897 -10.350 22.753 0.20
H 27.936 -10.775 20.715 0.17
B 20.396 -12.496 19.005 -0.84
```

Summary:
- Expectation value of S²: 3.75
- Total charge: -3
- Calculated total energy: -39213.84172 eV
- 2S+1: 4
- Kohn-Sham gap (spin up / spin down): 0.14262 / 0.16094 Ha

---

- Among the records above, which one has the lowest calculated total energy?
  C49H40N5P2RuSe

---

- Number 1 is which compound?
  C49H40N5P2RuSe